{
  "formula": "C39H89ClNO35P9",
  "method": "ωB97M-V/def2-TZVPD",
  "species": ["C", "C", "N", "C", "O", "C", "O", "C", "P", "P", "O", "O", "O", "C", "C", "C", "O", "Cl", "C", "C", "C", "O", "C", "C", "C", "C", "C", "C", "C", "H", "H", "H", "H", "H", "H", "H", "H", "H", "H", "H", "H", "H", "H", "H", "H", "H", "H", "H", "H", "H", "H", "H", "H", "H", "H", "C", "O", "P", "O", "O", "C", "O", "C", "H", "H", "H", "H", "H", "H", "H", "H", "H", "C", "O", "P", "O", "O", "C", "O", "C", "H", "H", "H", "H", "H", "H", "H", "H", "H", "C", "O", "P", "O", "O", "C", "O", "C", "H", "H", "H", "H", "H", "H", "H", "H", "H", "C", "O", "P", "O", "O", "C", "O", "C", "H", "H", "H", "H", "H", "H", "H", "H", "H", "C", "O", "P", "O", "O", "C", "O", "C", "H", "H", "H", "H", "H", "H", "H", "H", "H", "C", "O", "P", "O", "O", "C", "O", "C", "H", "H", "H", "H", "H", "H", "H", "H", "H", "C", "O", "P", "O", "O", "C", "O", "C", "H", "H", "H", "H", "H", "H", "H", "H", "H"],
  "positions_angstrom": [[0.56310, -1.95155, -2.79019], [-0.17206, -3.00342, -3.61450], [0.63516, -4.20138, -3.87754], [0.26147, -5.39925, -3.17826], [0.06537, -5.02164, -1.80839], [-1.11804, -5.45353, -1.32770], [-1.65371, -5.02850, -0.34818], [-1.53130, -6.59982, -2.23782], [-3.24874, -7.25618, -2.11932], [-4.70771, -5.64897, -2.05192], [-5.70723, -5.98394, -1.02844], [-4.05166, -4.22107, -1.85538], [-5.34938, -5.55182, -3.51834], [-0.94834, -6.26667, -3.65400], [-0.66475, -7.65973, -4.26451], [0.48816, -7.70300, -5.22507], [1.16699, -6.79753, -5.58222], [0.78623, -9.33369, -5.90450], [-2.09979, -5.59847, -4.42498], [-1.75661, -5.03299, -5.82766], [-2.48860, -5.85506, -6.90142], [-2.17336, -3.68044, -5.78352], [-1.93351, -2.92650, -6.95467], [-3.21471, -2.26188, -7.41217], [-3.16451, -1.08206, -8.14477], [-4.32237, -0.48439, -8.59310], [-5.56112, -1.03762, -8.33037], [-5.61970, -2.19512, -7.57276], [-4.45636, -2.79394, -7.11779], [1.22170, -1.35262, -3.41582], [-0.17395, -1.28741, -2.33511], [1.17247, -2.38943, -2.00048], [-0.34180, -2.53660, -4.58377], [-1.16193, -3.20714, -3.20763], [0.76014, -4.36796, -4.86160], [1.16862, -6.00917, -3.16098], [-0.94670, -7.41416, -1.78948], [-3.33670, -7.84146, -0.84800], [-4.49956, -3.75690, -1.13669], [-5.73281, -6.41970, -3.70714], [-1.54163, -7.95032, -4.84532], [-0.52510, -8.45707, -3.53653], [-2.46085, -4.75833, -3.83087], [-2.92462, -6.29064, -4.58183], [-0.69412, -5.15247, -6.05690], [-3.53581, -5.56987, -6.98897], [-2.01826, -5.75002, -7.87847], [-2.46331, -6.91449, -6.64462], [-1.20600, -2.13519, -6.74660], [-1.51445, -3.52687, -7.76547], [-2.19425, -0.64898, -8.35206], [-4.27487, 0.43442, -9.16234], [-6.48303, -0.60266, -8.68879], [-6.56434, -2.66660, -7.33953], [-4.56290, -3.68751, -6.52131], [1.34077, 4.79045, -1.98925], [1.60785, 3.46137, -2.46562], [2.21693, 3.26107, -4.00875], [1.95437, 1.79249, -4.02673], [3.71566, 3.68799, -3.59981], [4.34030, 2.92563, -2.56222], [2.59501, 3.38175, -5.60660], [1.51842, 3.61894, -6.51631], [1.08704, 4.71782, -0.93410], [2.22046, 5.43069, -2.09831], [0.49859, 5.23086, -2.52659], [3.89843, 1.93450, -2.47185], [4.24505, 3.44944, -1.61096], [5.39628, 2.83147, -2.80605], [1.04536, 4.58440, -6.33500], [0.77754, 2.82363, -6.41386], [1.92328, 3.61118, -7.52478], [2.45908, -2.71755, 1.29547], [3.11811, -1.45411, 1.06155], [2.39332, -0.08686, 1.56603], [3.15326, 0.98825, 0.90978], [2.77310, -0.32695, 3.12109], [4.14304, -0.24916, 3.49953], [0.97368, 0.54429, 2.02691], [-0.10603, 0.49728, 1.06760], [3.15319, -3.50465, 1.01602], [2.19862, -2.82963, 2.35005], [1.56224, -2.80277, 0.68151], [4.73043, 0.34544, 2.79879], [4.56940, -1.25181, 3.56452], [4.19121, 0.20684, 4.48393], [-0.36444, -0.53274, 0.82017], [0.16921, 1.03908, 0.16032], [-0.96901, 0.97427, 1.52342], [-2.91627, 5.06532, -3.28392], [-2.35454, 4.52909, -4.49657], [-3.36818, 3.70050, -5.55841], [-2.25087, 3.18289, -6.39598], [-3.96923, 5.09838, -6.13830], [-3.06788, 6.07778, -6.65231], [-4.60394, 2.97118, -6.39936], [-5.06334, 1.67981, -5.94279], [-2.15259, 5.67370, -2.80545], [-3.78589, 5.69158, -3.50026], [-3.20383, 4.26263, -2.60438], [-2.12783, 5.62500, -6.96732], [-2.87021, 6.83898, -5.89594], [-3.55113, 6.55112, -7.50519], [-5.47393, 1.74355, -4.93493], [-4.24624, 0.95601, -5.96863], [-5.84796, 1.35381, -6.61945], [2.75502, 3.78925, 9.75017], [2.89339, 2.37486, 9.57300], [3.62341, 1.69544, 8.27150], [3.21539, 0.28413, 8.41083], [5.11671, 2.02521, 8.78952], [5.50645, 1.41213, 10.01927], [4.12377, 1.86715, 6.74210], [3.13727, 2.20872, 5.74117], [2.36437, 3.94407, 10.75206], [3.71451, 4.30353, 9.66135], [2.04987, 4.20465, 9.02981], [4.88788, 0.54119, 10.23671], [5.38921, 2.14103, 10.82200], [6.54845, 1.10683, 9.96030], [2.68712, 3.17945, 5.95093], [2.36539, 1.43823, 5.69965], [3.64294, 2.25946, 4.78303], [4.12560, -1.07009, 15.31740], [4.85945, 0.06534, 14.81919], [4.13566, 1.55975, 14.82099], [5.13090, 2.22324, 13.93375], [4.34995, 1.75366, 16.40939], [5.68062, 1.71018, 16.92284], [3.02148, 2.77964, 14.85214], [2.02209, 2.80096, 13.81478], [4.81137, -1.91212, 15.35842], [3.73994, -0.87556, 16.32144], [3.30159, -1.31981, 14.64888], [6.41278, 1.95067, 16.15238], [5.89217, 0.72017, 17.32949], [5.74373, 2.44071, 17.72622], [1.39053, 1.91366, 13.85287], [2.51184, 2.86766, 12.84094], [1.39967, 3.67882, 13.96443], [-8.83604, 7.78972, -10.81859], [-8.67337, 8.87064, -9.88058], [-7.41178, 8.82465, -8.85184], [-7.71099, 9.86807, -7.86035], [-6.30037, 9.23954, -9.94388], [-6.32320, 10.57048, -10.45582], [-6.39539, 7.77516, -8.17031], [-6.97003, 6.67115, -7.43396], [-9.63797, 8.06295, -11.49857], [-7.92009, 7.63186, -11.39234], [-9.10969, 6.86944, -10.30183], [-6.82162, 11.25432, -9.76927], [-6.83260, 10.58869, -11.42093], [-5.29215, 10.88688, -10.59755], [-7.56931, 6.03965, -8.09089], [-7.58439, 7.04419, -6.61265], [-6.15096, 6.08062, -7.03141], [4.67224, -2.67628, 8.10209], [4.47284, -3.98264, 7.50913], [5.48477, -5.18082, 7.91306], [5.21606, -6.24342, 6.93117], [4.85178, -5.44841, 9.37332], [3.54874, -6.02043, 9.44412], [6.97701, -5.41362, 8.48749], [8.06473, -4.79352, 7.77194], [3.83300, -2.04610, 7.82525], [4.71759, -2.74745, 9.19080], [5.59050, -2.22585, 7.72388], [3.30380, -6.57091, 8.53601], [2.80705, -5.23572, 9.60446], [3.53179, -6.69919, 10.29449], [7.96936, -3.70706, 7.77963], [8.09695, -5.15676, 6.74332], [8.98646, -5.06696, 8.27675]],
  "atomic_forces_ev_per_a": [[-0.1, -0.1, 0.3], [0.5, 0.6, -0.6], [-0.5, 0.2, 0.4], [1.4, -0.1, -0.6], [-0.6, 0.5, 0.2], [-0.2, 0.0, -0.4], [0.4, -0.2, -0.1], [-0.3, 0.1, 0.8], [-0.1, -0.6, -1.2], [-0.7, 0.0, 1.2], [0.0, -0.2, 0.1], [0.1, 0.1, -0.6], [0.6, -0.1, 0.0], [-1.5, -1.1, 1.6], [0.5, 0.5, -0.7], [0.3, 0.1, -0.4], [-0.2, -0.1, 0.1], [-0.1, 0.1, 0.2], [1.0, 1.1, -0.5], [-0.6, -0.8, 0.2], [0.1, 0.1, -0.1], [0.3, -0.2, -0.4], [-0.3, 0.5, 0.0], [0.1, 0.0, 0.0], [0.4, -0.2, 0.1], [-0.2, 0.6, -0.5], [-0.2, -0.4, 0.3], [0.0, -0.1, -0.1], [-0.3, -0.3, 0.1], [0.0, 0.0, 0.0], [0.1, 0.2, 0.0], [-0.1, -0.1, 0.1], [-0.3, -0.1, 0.0], [0.0, -0.2, 0.1], [0.1, -0.2, 0.0], [-0.2, -0.4, -0.1], [0.0, -0.1, -0.2], [0.1, 0.6, 0.3], [0.1, 0.0, 0.1], [-0.2, 0.1, -0.2], [0.0, -0.2, 0.0], [0.1, 0.1, 0.1], [-0.1, 0.0, -0.1], [0.0, -0.2, 0.4], [0.1, 0.4, 0.2], [0.0, 0.1, 0.1], [-0.1, 0.0, -0.1], [0.1, -0.1, 0.0], [0.1, -0.1, 0.1], [0.0, -0.2, 0.0], [0.0, 0.2, -0.1], [0.1, 0.1, 0.0], [0.1, 0.2, -0.1], [-0.1, 0.1, 0.0], [0.2, 0.0, 0.1], [0.2, 0.0, 0.2], [-1.5, 2.7, -1.4], [3.9, -6.6, 1.4], [-0.8, 0.1, 0.1], [-0.1, 0.5, -0.6], [0.0, 0.1, 0.5], [-1.4, 3.4, 0.4], [-0.4, -0.3, -0.2], [0.0, -0.1, 0.0], [0.0, 0.0, 0.0], [0.0, 0.0, 0.1], [-0.1, 0.0, -0.1], [0.0, -0.1, 0.0], [0.0, 0.1, -0.1], [0.0, 0.0, -0.1], [-0.1, 0.1, -0.1], [0.1, 0.0, 0.0], [0.0, -0.1, 0.1], [-2.6, -0.3, -1.0], [3.9, 2.4, 2.9], [-0.3, -0.2, -0.7], [-0.2, 0.5, 0.3], [0.2, -0.4, 0.0], [-0.9, -2.3, -1.6], [0.0, 0.2, -0.1], [0.1, 0.1, 0.0], [0.0, 0.1, 0.0], [0.0, 0.0, 0.0], [-0.1, 0.0, -0.1], [0.0, 0.0, 0.0], [0.0, -0.1, 0.0], [0.0, 0.0, 0.0], [0.0, 0.0, 0.0], [0.1, 0.0, 0.1], [0.0, 0.2, -0.1], [-2.1, -1.6, 2.2], [3.5, 3.3, -6.8], [0.4, -1.0, 0.9], [-0.7, 0.1, 0.2], [0.1, 0.2, 0.3], [-1.4, -0.9, 3.5], [0.2, -0.1, -0.1], [0.1, 0.0, -0.1], [0.0, 0.0, 0.0], [0.1, 0.0, 0.1], [0.0, -0.1, 0.0], [0.1, 0.0, 0.0], [-0.1, -0.1, 0.0], [-0.1, 0.0, 0.0], [0.0, 0.0, 0.0], [0.0, 0.1, -0.1], [0.2, 0.1, 0.0], [-1.2, 1.2, -2.1], [3.7, -3.6, 2.4], [-0.7, 0.2, -0.3], [0.1, -0.2, -0.5], [-0.2, 0.3, 0.5], [-2.0, 2.3, 0.2], [-0.2, -0.2, -0.1], [0.0, 0.0, 0.0], [0.0, -0.1, 0.0], [0.0, 0.0, 0.0], [0.0, 0.0, 0.0], [0.1, -0.1, 0.1], [0.0, 0.1, -0.2], [0.0, 0.0, 0.0], [0.0, 0.0, -0.1], [0.1, 0.0, 0.0], [0.1, 0.0, 0.2], [-3.0, -0.9, -0.8], [5.9, 4.0, 1.4], [-0.4, -0.6, -0.6], [-0.6, 0.3, 0.1], [0.1, -0.3, 0.1], [-2.4, -2.7, -0.3], [0.2, 0.1, -0.2], [0.1, 0.1, 0.0], [0.0, 0.0, 0.0], [0.0, -0.1, 0.0], [-0.1, 0.0, -0.1], [0.0, 0.0, 0.0], [-0.1, 0.0, 0.0], [-0.1, 0.0, 0.0], [0.0, 0.0, 0.0], [0.1, 0.0, 0.1], [0.1, 0.1, -0.2], [0.0, -2.5, 0.9], [2.3, 4.6, -0.3], [-0.6, -0.5, 0.2], [0.3, -0.2, 0.2], [-0.1, 0.0, -0.2], [-2.0, -1.7, -1.0], [0.1, 0.0, 0.2], [0.0, 0.1, 0.1], [0.0, 0.0, 0.0], [0.0, 0.0, 0.0], [0.0, 0.0, 0.0], [0.0, 0.0, 0.0], [0.0, 0.0, 0.0], [0.0, 0.0, 0.0], [0.0, 0.0, 0.0], [0.1, 0.1, 0.0], [-0.2, 0.1, 0.1], [2.4, 1.1, -0.2], [-2.9, -4.0, 1.3], [0.3, 0.5, -0.5], [0.4, -0.2, 0.1], [-0.2, 0.2, 0.0], [0.1, 2.7, -0.7], [0.1, -0.2, -0.1], [0.0, 0.0, 0.0], [0.0, -0.1, 0.0], [0.0, 0.0, 0.0], [0.1, 0.0, 0.0], [0.0, 0.0, 0.0], [0.1, 0.0, 0.0], [0.0, 0.0, 0.0], [0.0, 0.0, 0.0], [-0.1, -0.1, 0.1]],
  "lowdin_charge": [-0.07, -0.24, 0.04, -0.25, 0.08, -0.49, 0.13, -0.40, 0.92, 0.22, -0.33, -0.14, -0.17, -0.32, -0.13, -0.77, 0.07, 0.65, -0.10, -0.35, -0.01, -0.13, -0.15, -0.18, -0.04, -0.10, -0.11, -0.08, -0.03, 0.07, 0.07, 0.06, 0.10, 0.11, 0.10, 0.16, 0.13, -0.05, 0.10, 0.08, 0.12, 0.12, 0.11, 0.08, 0.13, 0.08, 0.08, 0.08, 0.13, 0.13, 0.12, 0.11, 0.10, 0.10, 0.10, -0.11, -0.25, 0.57, -0.27, -0.26, -0.09, -0.22, -0.12, 0.09, 0.08, 0.07, 0.09, 0.09, 0.09, 0.08, 0.08, 0.09, -0.08, -0.22, 0.46, -0.24, -0.26, -0.10, -0.22, -0.09, 0.09, 0.09, 0.08, 0.09, 0.09, 0.06, 0.08, 0.09, 0.09, -0.11, -0.26, 0.61, -0.25, -0.29, -0.09, -0.23, -0.11, 0.08, 0.08, 0.08, 0.08, 0.09, 0.09, 0.08, 0.08, 0.08, -0.09, -0.23, 0.48, -0.25, -0.25, -0.10, -0.21, -0.10, 0.07, 0.09, 0.08, 0.08, 0.08, 0.09, 0.08, 0.09, 0.08, -0.11, -0.24, 0.56, -0.26, -0.26, -0.10, -0.22, -0.10, 0.09, 0.08, 0.08, 0.09, 0.08, 0.09, 0.08, 0.07, 0.09, -0.10, -0.22, 0.44, -0.24, -0.25, -0.10, -0.21, -0.08, 0.09, 0.09, 0.08, 0.08, 0.08, 0.09, 0.08, 0.09, 0.07, -0.09, -0.22, 0.43, -0.25, -0.25, -0.11, -0.21, -0.09, 0.07, 0.09, 0.08, 0.08, 0.08, 0.08, 0.08, 0.09, 0.09],
  "homo_lumo_gap_ev": 6.8,
  "lumo_ev": -2.1,
  "e_homo_ev": -8.962,
  "max_force_ev_per_a": 8.32,
  "mol_weight_g_mol": 1446.33
}